# 1
C34H63ClFNO9 | ωB97M-V/def2-TZVPD

The HOMO-LUMO gap is 0.3560 Eh. As for the SMILES: [H]/N=C/C[C@@]1(C[C@H](C)F)OC(=O)O[C@]1(CCCO)[C@@H](Cl)CC.C1CCOC1.C1CCOC1.C1CCOC1.C1CCOC1.C1CCOC1.

Geometry (Å):
H 0.45 3.74 1.38
N 0.81 2.89 0.96
C 0.99 2.01 1.86
C 1.42 0.62 1.45
C 2.63 0.11 2.23
C 3.81 1.07 2.02
C 4.42 1.22 0.61
C 4.47 2.65 0.14
F 3.69 0.47 -0.34
O 2.30 0.28 3.65
C 1.54 -0.78 4.01
O 0.83 -0.81 4.97
O 1.70 -1.78 3.13
C 2.80 -1.44 2.23
C 2.62 -2.26 0.95
C 1.21 -2.41 0.35
C 1.04 -1.79 -1.04
O 1.81 -2.50 -2.02
C 4.10 -1.90 2.98
Cl 3.86 -3.54 3.63
C 5.43 -1.85 2.22
C 5.70 -2.94 1.16
H 0.80 2.21 2.92
H 1.64 0.69 0.39
H 0.57 -0.04 1.57
H 4.60 0.83 2.73
H 3.44 2.06 2.31
H 5.43 0.80 0.56
H 4.96 2.72 -0.83
H 5.04 3.25 0.85
H 3.45 3.05 0.04
H 3.28 -1.83 0.20
H 3.00 -3.25 1.16
H 0.43 -2.06 1.02
H 1.02 -3.48 0.21
H -0.01 -1.87 -1.35
H 1.33 -0.74 -1.05
H 2.64 -2.03 -2.14
H 4.19 -1.27 3.87
H 6.21 -1.91 2.98
H 5.54 -0.89 1.75
H 5.37 -2.61 0.18
H 6.78 -3.11 1.09
H 5.21 -3.88 1.39
C -3.66 4.06 3.58
C -3.73 2.67 2.94
C -2.79 2.85 1.75
O -1.80 3.79 2.16
C -2.20 4.42 3.38
H -3.95 4.06 4.63
H -4.30 4.76 3.04
H -3.34 1.92 3.62
H -4.73 2.38 2.63
H -3.33 3.24 0.88
H -2.30 1.92 1.45
H -1.58 4.03 4.20
H -2.03 5.49 3.30
C -6.89 3.57 -2.26
C -5.59 4.29 -2.63
C -4.82 4.24 -1.32
O -5.22 3.04 -0.67
C -6.37 2.48 -1.33
H -7.42 3.16 -3.11
H -7.56 4.25 -1.73
H -5.06 3.73 -3.40
H -5.74 5.31 -2.99
H -5.08 5.10 -0.68
H -3.74 4.23 -1.46
H -6.07 1.60 -1.89
H -7.10 2.19 -0.57
C -5.26 -1.48 -5.19
C -5.10 -2.31 -3.91
C -5.36 -1.26 -2.83
O -6.29 -0.33 -3.40
C -6.41 -0.55 -4.80
H -5.49 -2.08 -6.07
H -4.36 -0.91 -5.38
H -5.86 -3.09 -3.87
H -4.12 -2.77 -3.81
H -4.44 -0.72 -2.57
H -5.79 -1.68 -1.92
H -7.38 -1.01 -5.01
H -6.37 0.41 -5.31
C 0.63 3.30 -3.37
C 1.19 3.93 -4.65
C 1.87 5.18 -4.10
O 2.32 4.85 -2.79
C 1.74 3.61 -2.37
H 0.43 2.24 -3.46
H -0.29 3.80 -3.07
H 1.92 3.27 -5.10
H 0.43 4.16 -5.39
H 1.17 6.02 -4.04
H 2.72 5.50 -4.70
H 2.51 2.83 -2.39
H 1.37 3.71 -1.35
C 2.47 -7.72 3.33
C 2.28 -8.95 2.46
C 2.95 -8.51 1.16
O 3.99 -7.61 1.53
C 3.85 -7.25 2.90
H 2.40 -7.92 4.40
H 1.72 -6.96 3.08
H 2.82 -9.80 2.89
H 1.24 -9.24 2.32
H 2.24 -7.99 0.51
H 3.38 -9.34 0.60
H 4.64 -7.74 3.49
H 3.98 -6.17 2.99

***

# 2
C34H63CsN10O3S2Si3 | ωB97M-V/def2-TZVPD

Its charge is -2. The energy above the lowest of the compared OMol25 structures with the same formula, charge and spin is 0.0 kJ/mol. The HOMO-LUMO gap is 0.1883 Eh.

Geometry (Å):
Cs -0.70 -0.39 -0.35
C 1.48 -4.70 -2.02
C 0.21 -3.95 -1.61
O 0.45 -2.93 -0.92
C -1.07 -4.42 -1.97
C -2.37 -3.79 -1.75
C -3.52 -4.40 -2.47
N -2.52 -2.76 -0.98
N -3.76 -2.20 -0.96
C -3.94 -1.27 0.01
O -3.12 -0.93 0.92
C -5.25 -0.49 0.03
C -5.35 0.84 0.38
C -6.55 1.55 0.05
C -7.59 0.91 -0.65
C -7.50 -0.44 -0.89
C -6.34 -1.15 -0.55
H 2.15 -4.63 -1.15
H 1.99 -4.32 -2.88
H 1.30 -5.75 -2.30
H -1.07 -5.24 -2.66
H -3.30 -5.47 -2.65
H -3.61 -3.92 -3.45
H -4.47 -4.37 -1.93
H -4.58 1.35 0.81
H -6.60 2.60 0.26
H -8.43 1.45 -1.05
H -8.32 -0.97 -1.34
H -6.22 -2.18 -0.84
C 0.98 4.17 -0.64
O 1.20 2.95 -1.27
Si 2.62 2.40 -1.94
C 3.30 3.99 -2.69
C 3.74 1.93 -0.41
C 2.33 1.07 -3.04
Si 3.63 -0.23 -3.22
C 3.96 -1.19 -1.64
C 5.38 0.31 -3.66
C 3.27 -1.63 -4.42
Si 0.94 1.03 -4.11
C -0.51 2.06 -3.48
C 1.13 1.53 -5.95
C 0.14 -0.73 -4.21
H 1.13 5.06 -1.29
H 1.60 4.27 0.27
H -0.09 4.19 -0.29
H 3.21 4.73 -1.83
H 2.89 4.27 -3.65
H 4.36 3.82 -2.96
H 4.78 1.67 -0.64
H 3.20 1.09 0.04
H 3.64 2.73 0.33
H 4.70 -0.62 -1.04
H 4.50 -2.05 -2.01
H 3.05 -1.50 -1.14
H 5.75 0.86 -2.81
H 5.57 0.87 -4.58
H 6.00 -0.65 -3.77
H 2.41 -2.21 -4.20
H 4.18 -2.23 -4.27
H 3.31 -1.17 -5.43
H -0.25 3.08 -3.65
H -0.61 1.82 -2.40
H -1.54 1.87 -3.97
H 1.64 2.48 -6.12
H 0.14 1.46 -6.43
H 1.73 0.71 -6.43
H 0.44 -1.26 -5.16
H -0.97 -0.81 -4.16
H 0.46 -1.38 -3.43
C -4.10 2.62 4.14
C -3.83 1.11 3.83
N -2.72 0.96 2.94
C -1.60 1.75 2.90
N -0.51 1.34 2.39
C 0.58 2.33 2.32
C 0.56 3.43 3.37
C -0.80 4.08 3.13
N -1.85 3.04 3.33
C -3.26 3.47 3.23
H -3.90 2.88 5.17
H -5.16 2.80 4.02
H -4.65 0.64 3.33
H -3.64 0.60 4.78
H -2.65 0.15 2.29
H 0.59 2.78 1.33
H 1.51 1.74 2.33
H 1.42 4.07 3.21
H 0.52 3.06 4.41
H -0.88 4.53 2.12
H -1.01 4.85 3.88
H -3.61 3.31 2.16
H -3.29 4.53 3.54
C 4.43 -3.99 2.32
C 3.52 -3.15 3.15
C 2.08 -3.04 2.74
N 1.33 -2.10 3.23
N 0.00 -2.16 2.95
C -0.20 -3.22 2.15
N -1.41 -3.56 1.61
S 1.20 -4.14 1.76
H 5.36 -3.89 2.78
H 4.63 -3.68 1.26
H 4.17 -5.05 2.39
H 3.88 -2.10 3.28
H 3.48 -3.56 4.18
H -2.08 -2.77 1.52
H -1.33 -3.71 0.59
N 2.79 0.10 6.14
C 1.61 0.71 5.79
N 1.05 0.34 4.68
S 0.92 1.76 6.94
H 3.25 -0.56 5.57
H 3.35 0.62 6.77
H 1.30 -0.51 4.17
H 0.18 0.83 4.46

***

| no. | energy (eV) |
| --- | --- |
| 1 | -71435.467 |
| 2 | -103180.003 |